The following is a quantum chemistry calculation of a molecular structure, C15H42Cu3O17 at a distorted geometry, from the OMol25 dataset.

Values from the calculation:
Energy above the lowest of the compared OMol25 structures with the same formula, charge and spin (eV): 0.000
HOMO level (eV): -11.31
Max |F| (Eh/bohr): 0.036
Total charge: +1
HOMO-LUMO gap (eV): 5.81

Last column: Mulliken charge in e.
CARTESIAN COORDINATES (ANGSTROEM)
Cu -1.14299 2.30572 -0.69240  0.0813
Cu 2.16964 1.73708 -2.34327  0.3957
Cu 3.24533 -0.36660 -0.14160  0.1195
C 0.61846 0.04802 -0.44583  -0.0001
O 1.08687 -1.12425 -0.29320  0.9193
O 1.49467 1.06705 -0.51696  0.0656
O -0.64846 0.24162 -0.50705  1.5084
C 4.11278 0.28882 2.71720  -0.7922
C 3.00385 -0.69925 2.79676  0.1060
O 3.21059 -1.58203 1.69938  -0.6136
O 3.98102 1.06371 1.52187  -0.3703
H 5.05595 -0.26765 2.73484  0.3212
H 4.20524 0.93946 3.58878  0.4460
H 2.01029 -0.24413 2.79039  0.1239
H 3.11097 -1.25718 3.73470  0.3822
H 2.46114 -2.19415 1.61775  0.2710
H 3.72721 1.97068 1.72798  0.2749
C -1.02670 -2.30501 2.49850  -0.2293
C -1.54016 -3.35974 1.53861  -0.4341
O -0.85844 -4.60591 1.68843  -0.6220
O 0.35594 -2.03549 2.22120  -0.5126
H -1.08761 -2.66661 3.52260  0.3684
H -1.62923 -1.39369 2.40711  -0.0106
H -1.54789 -2.97009 0.50621  0.3568
H -2.59468 -3.58116 1.74181  0.4564
H 0.08334 -4.43857 1.53575  0.3782
H 0.42218 -1.61822 1.35221  -0.0954
C -1.81361 2.04466 2.25942  0.4454
C -1.00751 2.91970 3.17658  -0.2746
O -1.91403 3.80255 3.80397  -0.5557
O -2.42769 2.85118 1.25050  -0.5482
H -2.60620 1.56993 2.84194  0.2449
H -1.21164 1.30172 1.74457  -0.4836
H -0.24070 3.45308 2.59351  0.0063
H -0.43000 2.31229 3.88797  0.3600
H -1.45490 4.42428 4.37379  0.3206
H -2.87382 3.58478 1.69159  0.3454
C -3.55467 -2.21634 -0.73744  -0.1867
C -3.93771 -0.77120 -0.56824  -0.2159
O -3.24114 -0.20356 0.55879  -0.5322
O -2.22196 -2.34477 -1.21423  -0.6304
H -4.22055 -2.80031 -1.37099  0.4895
H -3.56405 -2.71858 0.23927  -0.0868
H -5.00318 -0.61239 -0.41365  0.4677
H -3.59242 -0.15937 -1.41221  0.0015
H -2.33617 -0.04345 0.25722  -0.1159
H -1.65102 -1.64086 -0.88189  -0.0302
C 2.23005 -4.25803 -1.35005  -0.3174
C 1.20021 -3.87117 -2.40327  -0.3070
O 1.41731 -2.49017 -2.81118  -0.5670
O 1.78646 -3.88238 -0.03807  -0.5293
H 3.16781 -3.73647 -1.55805  0.1784
H 2.37610 -5.33708 -1.33352  0.3831
H 0.17462 -3.97310 -2.04992  0.1502
H 1.35773 -4.47960 -3.29507  0.3789
H 0.94812 -1.95529 -2.15953  -0.0548
H 1.60076 -2.93623 -0.07085  -0.0436
C -0.85385 0.02571 -4.11053  0.7920
C -2.18654 0.58230 -4.47646  -0.6362
O -2.24907 1.95036 -4.03154  -0.5299
O 0.09427 0.45940 -5.10313  -0.5702
H -0.87633 -1.06420 -4.08523  0.3140
H -0.59225 0.39267 -3.10738  -0.7639
H -2.94875 -0.01459 -3.96684  0.2827
H -2.39287 0.48934 -5.54646  0.4121
H -3.10579 2.30600 -4.28775  0.2956
H 0.97864 0.35972 -4.74740  0.2611
C 1.30978 4.58902 -0.74994  -0.1401
C 2.11125 4.47295 0.51674  -0.3801
O 2.00296 3.19640 1.09943  -0.3704
O -0.10201 4.42386 -0.49920  -0.4118
H 1.61115 3.86160 -1.51514  -0.2388
H 1.44102 5.55369 -1.25136  0.4461
H 1.81035 5.18105 1.28796  0.3791
H 3.16864 4.69491 0.30934  0.3004
H 1.96993 2.47462 0.44985  0.0825
H -0.42607 5.27898 -0.19776  0.2882



The following is a quantum chemistry calculation of 2 unconnected molecules or ions with the total composition CH3BrO2 at a distorted geometry, from the OMol25 dataset.

Values from the calculation:
Energy above the lowest of the compared OMol25 structures with the same formula, charge and spin (eV): 2.286
HOMO level (eV): -10.01
Max |F| (Eh/bohr): 0.048
Total charge: 0
HOMO-LUMO gap (eV): 9.82

Last column: natural (NBO) charge in e.
CARTESIAN COORDINATES (ANGSTROEM)
C 0.89792 0.50143 0.03936  0.2302
O -2.18801 -0.12883 -0.80251  -0.9444
O 0.64653 -0.36932 0.94678  -0.6466
Br 2.79486 0.50496 -0.45635  -0.0807
H -1.26468 -0.05469 -1.03626  0.4723
H -2.30385 0.47080 0.01109  0.4716
H 1.41723 -0.92436 1.29788  0.4976



The following is a quantum chemistry calculation of a single C10H9NO molecule at a distorted geometry, from the OMol25 dataset.

Values from the calculation:
Energy above the lowest of the compared OMol25 structures with the same formula, charge and spin (eV): 3.806
HOMO level (eV): -8.23
Max |F| (Eh/bohr): 0.120
Total charge: 0
Structure (SMILES): Cc1cnc2c(O)cccc2c1
HOMO-LUMO gap (eV): 8.20

Last column: natural (NBO) charge in e.
CARTESIAN COORDINATES (ANGSTROEM)
C -3.69941 0.30196 -0.02447  -0.6365
C -2.28306 0.05707 -0.07153  -0.1334
C -1.83590 -1.21593 -0.08088  0.0607
N -0.46361 -1.43775 -0.11960  -0.3633
C 0.38092 -0.39008 -0.11750  0.1033
C 1.70222 -0.69731 -0.05509  0.3193
O 1.88288 -2.12354 0.23856  -0.6923
C 2.68375 0.17696 -0.26238  -0.2941
C 2.44828 1.59914 -0.03276  -0.1888
C 1.05182 1.93890 0.07821  -0.2121
C 0.00275 1.00488 0.21937  -0.1128
C -1.37104 1.06901 0.12059  -0.0907
H -3.93632 1.47038 -0.09497  0.2283
H -4.08016 -0.45862 -0.86991  0.2263
H -4.46777 0.08496 0.84046  0.2415
H -2.45357 -2.05428 -0.17168  0.1969
H 2.75838 -2.35063 0.67550  0.4805
H 3.63827 -0.36703 -0.25696  0.2177
H 3.20755 2.43914 -0.27920  0.2340
H 0.96046 3.09501 -0.04504  0.2236
H -1.92662 2.12596 0.48914  0.1919



The following is a quantum chemistry calculation of 2 unconnected molecules or ions with the total composition C2H6O3S at a distorted geometry, from the OMol25 dataset.

Values from the calculation:
Energy above the lowest of the compared OMol25 structures with the same formula, charge and spin (eV): 2.938
HOMO level (eV): -7.56
Max |F| (Eh/bohr): 0.118
Total charge: 0
HOMO-LUMO gap (eV): 8.24

Last column: natural (NBO) charge in e.
CARTESIAN COORDINATES (ANGSTROEM)
C 0.87196 -0.26031 -0.32256  0.4061
C -1.05447 0.09323 0.65427  -0.0722
O 1.88828 0.50290 0.22040  -0.7512
O 1.11102 -1.57737 -0.06978  -0.7257
O -1.30778 1.37627 0.62960  -0.7040
S -2.22905 -0.98583 -0.18089  -0.0713
H 0.67910 0.03005 -1.40238  0.1393
H -0.69604 -0.34858 1.52922  0.1717
H 1.75293 1.43528 0.42817  0.5005
H 1.58829 -1.86364 0.70556  0.5012
H -2.16846 1.49582 0.22180  0.4851
H -2.02656 -0.65276 -1.48815  0.1206



The following is a quantum chemistry calculation of a molecular structure, C39H33BrLaN10O2S at a distorted geometry, from the OMol25 dataset.

Values from the calculation:
Energy above the lowest of the compared OMol25 structures with the same formula, charge and spin (eV): 0.281
HOMO level (alpha / beta) (eV): -9.43 / -9.43
Max |F| (Eh/bohr): 0.038
Total charge: +1
HOMO-LUMO gap (alpha / beta) (eV): 5.74 / 5.73

Last column: Mulliken charge in e.
CARTESIAN COORDINATES (ANGSTROEM)
La -0.07074 -0.15896 -0.15022  0.6583
C 1.83116 -5.10060 -2.47040  -0.5398
C 2.07006 -3.96504 -3.23303  -0.9899
C 1.25153 -2.85509 -3.10392  0.5494
C 0.18379 -2.86932 -2.20192  -0.6650
C -0.06639 -4.01768 -1.45824  -0.1278
C 0.75740 -5.12526 -1.59363  -0.6295
N -0.56619 -1.68059 -2.01608  0.4012
C -1.37801 -1.25409 -2.97352  0.3779
C -1.87570 -2.08348 -4.02795  -0.6021
C -2.74645 -1.59360 -4.94827  -0.6637
C -3.16795 -0.23440 -4.92359  -0.7067
C -2.69943 0.60486 -3.96602  -0.7541
C -1.80258 0.13112 -2.96770  0.2438
N -1.24969 0.92662 -2.02592  1.2207
N -1.45410 2.20032 -2.14825  -1.0052
C -0.91164 3.02242 -1.19345  -0.3107
C -1.04684 4.40194 -1.41632  -0.4236
C -0.53949 5.28849 -0.49489  -0.6268
C 0.08809 4.78791 0.64415  -0.8735
C 0.18384 3.41946 0.79038  -0.6093
N -0.29028 2.53902 -0.09532  0.8083
H 2.47374 -5.96596 -2.56975  0.4189
H 2.89183 -3.94526 -3.93868  0.4277
H 1.42486 -1.96077 -3.69244  0.5155
H -0.91323 -4.03615 -0.78412  0.5609
H 0.55944 -6.01516 -1.00962  0.4506
H -1.57232 -3.12159 -4.04739  0.5276
H -3.14158 -2.24789 -5.71489  0.4202
H -3.86620 0.12181 -5.66862  0.4053
H -2.98978 1.64395 -3.91722  0.4648
H -1.55274 4.72288 -2.31538  0.5823
H -0.62858 6.35562 -0.64851  0.4118
H 0.49455 5.44557 1.39895  0.5051
H 0.66521 3.00301 1.66824  0.4008
C 4.04361 -2.65895 -0.19171  -2.1525
C 2.97260 -1.61282 -0.26940  0.4581
N 1.81115 -1.76149 0.29942  1.7174
N 1.64476 -2.90546 0.99518  -1.4859
C 0.48904 -3.14429 1.58369  0.4453
N 0.45200 -4.30554 2.26351  -0.3874
S -0.95562 -2.20354 1.58239  -0.6680
C 3.24713 -0.35463 -0.97049  0.5195
C 4.51065 -0.10449 -1.50724  -1.0673
C 4.76568 1.10146 -2.13336  -0.6663
C 3.74909 2.04031 -2.21884  -1.0638
C 2.52276 1.72299 -1.66825  -0.1966
N 2.26264 0.56629 -1.05502  0.7541
H 3.64343 -3.52605 0.31859  0.3754
H 4.36516 -2.95004 -1.19314  0.4320
H 4.91190 -2.28812 0.35794  0.4131
H 1.27761 -4.87897 2.29044  0.2261
H -0.37965 -4.57541 2.75344  0.2228
H 5.28341 -0.85430 -1.43314  0.5227
H 5.74269 1.30685 -2.54967  0.4355
H 3.89626 2.99618 -2.70040  0.5040
H 1.70304 2.43011 -1.72031  0.2559
C 2.13705 0.37994 2.82144  -1.2893
O 0.78941 0.56627 2.39027  1.0342
C -0.10898 0.98797 3.33938  0.3196
C 0.24368 1.25774 4.64732  -0.3241
C -0.72200 1.70246 5.54141  -0.7613
Br -0.21456 2.06062 7.33177  -0.1994
C -2.02545 1.88429 5.15111  -0.9932
C -2.39425 1.60997 3.83202  1.2658
C -1.43794 1.15286 2.91429  -0.7525
O -1.76736 0.87486 1.63110  -0.0652
C -3.76581 1.78233 3.37163  0.0319
N -4.12629 1.55113 2.12792  -0.1261
C -5.47910 1.81397 2.04517  0.2811
C -6.35957 1.73382 0.96900  -0.8799
C -7.67762 2.06687 1.20281  -0.5770
C -8.12269 2.47008 2.46992  -0.4241
C -7.26199 2.55303 3.54614  -1.0312
C -5.93492 2.21809 3.31015  0.5830
N -4.82068 2.18689 4.12753  -0.0581
H 2.20128 -0.42639 3.55332  0.3845
H 2.54651 1.30072 3.24051  0.5200
H 2.70418 0.10711 1.93658  0.0937
H 1.25757 1.12760 4.99365  0.6469
H -2.75352 2.23372 5.86957  0.4940
H -2.78108 1.09788 1.53925  0.5236
H -6.01666 1.41910 -0.00740  0.4889
H -8.39248 2.01595 0.39239  0.3955
H -9.16583 2.72162 2.60534  0.3936
H -7.60349 2.86227 4.52546  0.3950
H -4.81085 2.41346 5.10578  0.2124



The following is a quantum chemistry calculation of a single C6H9N molecule at a distorted geometry, from the OMol25 dataset.

Values from the calculation:
Energy above the lowest of the compared OMol25 structures with the same formula, charge and spin (eV): 5.953
HOMO level (eV): -8.54
Max |F| (Eh/bohr): 0.132
Total charge: 0
Structure (SMILES): C1[C@@H]2C3CN(C3)[C@H]12
HOMO-LUMO gap (eV): 9.68

Last column: natural (NBO) charge in e.
CARTESIAN COORDINATES (ANGSTROEM)
C -1.64384 0.25870 -0.08343  -0.4401
C -0.71193 -0.46490 0.73977  -0.3294
C 0.66494 0.37018 0.84921  -0.2148
C 0.77472 1.16111 -0.46179  -0.2540
N 0.54715 -0.18478 -1.13668  -0.4191
C 1.42505 -0.89533 0.09740  -0.2228
C -0.61795 -0.72253 -0.77412  -0.0489
H -2.80102 0.08160 -0.28277  0.2324
H -1.66373 1.46874 -0.21059  0.1965
H -0.99102 -0.79960 1.72608  0.2403
H 1.04755 0.84203 1.86277  0.2167
H 1.73258 1.52667 -0.71977  0.2103
H -0.08013 1.91562 -0.51416  0.2025
H 2.47124 -0.92098 -0.10263  0.1937
H 0.90491 -1.94914 0.26120  0.2060
H -1.05852 -1.68738 -1.25050  0.2309



The following is a quantum chemistry calculation of a single C2H4N2S4 molecule, from the OMol25 dataset.

Values from the calculation:
Energy above the lowest of the compared OMol25 structures with the same formula, charge and spin (eV): 0.135
HOMO level (eV): -8.82
Max |F| (Eh/bohr): 0.011
Total charge: 0
Structure (SMILES): S=CNSC(=S)NS
HOMO-LUMO gap (eV): 8.92

Last column: natural (NBO) charge in e.
CARTESIAN COORDINATES (ANGSTROEM)
S 1.88777 0.30688 -3.46901  -0.0639
C 1.54274 -0.28795 -2.00451  -0.0849
N 0.37097 -0.88372 -1.66658  -0.7424
S 0.00167 -1.40188 -0.11364  0.4601
C -0.74568 0.06375 0.61773  -0.1319
S -1.21184 1.37237 -0.22616  -0.0505
N -0.84223 -0.11618 1.96482  -0.7564
S -1.68150 0.91301 3.03702  0.2236
H 2.22117 -0.19324 -1.14753  0.1976
H -0.36754 -0.86346 -2.35625  0.4253
H -0.32896 -0.87088 2.38864  0.4079
H -0.84657 1.96132 2.97547  0.1154



The following is a quantum chemistry calculation of a molecular structure, Br2NO2S at a distorted geometry, from the OMol25 dataset.

Values from the calculation:
Energy above the lowest of the compared OMol25 structures with the same formula, charge and spin (eV): 1.556
HOMO level (alpha / beta) (eV): -3.20 / -3.20
Max |F| (Eh/bohr): 0.103
Total charge: -1
HOMO-LUMO gap (alpha / beta) (eV): 5.88 / 5.88

Last column: natural (NBO) charge in e.
CARTESIAN COORDINATES (ANGSTROEM)
N 1.68719 0.02235 0.90678  -0.9444
O -2.13531 -0.24590 0.89553  -0.8713
O -2.05508 0.09437 -1.46678  -0.8858
S -1.32586 0.37604 -0.16472  1.5948
Br 2.78388 1.12010 -0.14633  -0.0187
Br 1.04518 -1.36695 -0.02448  0.1254